DFT (ωB97M-V with the def2-TZVPD basis set) results for a structure of composition C15H15N4O5SY.

Computed properties:
total charge = 0
gap between HOMO and LUMO = 8.642 eV
LUMO = -0.004 eV
ΔE to the lowest compared entry with this formula, charge and spin = 3.1 kJ/mol
E_tot = -1612.60929 Ha

Last column: Mulliken charge in e.
Cartesian coordinates (Å):
Y1 -0.8976 -0.1397 -0.5968  1.670
N1 -3.1037 -1.2919 -0.1819  -0.552
C1 -3.7650 -0.6075 0.9670  -0.503
C2 -3.6216 0.9092 0.8006  0.445
O1 -4.5817 1.6330 1.0326  -0.694
N2 -2.4006 1.2664 0.3618  -0.358
C3 -2.2506 2.6512 -0.0610  -0.542
C4 -1.4021 2.7523 -1.3331  0.567
O2 -1.1624 3.8315 -1.8212  -0.655
O3 -0.9400 1.6044 -1.8043  -0.763
H1 -3.6707 -1.1414 -1.0125  0.259
H2 -3.0716 -2.2952 -0.0354  0.231
H3 -3.2698 -0.9288 1.8850  0.259
H4 -4.8241 -0.8500 1.0390  0.366
H5 -1.7534 3.2653 0.6958  0.238
H6 -3.2190 3.1210 -0.2419  0.419
O4 -0.5606 -2.0701 -1.8789  -0.772
C5 -0.1736 -2.7742 -0.9141  0.758
C6 0.2489 -4.2201 -1.0066  -0.532
C7 0.5599 -4.5645 0.4481  -0.416
C8 0.3768 -3.2425 1.1889  0.230
O5 0.6142 -3.0496 2.3582  -0.657
N3 -0.1007 -2.2707 0.3191  -0.128
H7 1.1130 -4.2950 -1.6669  0.261
H8 -0.5510 -4.8117 -1.4505  0.311
H9 1.5705 -4.9342 0.6112  0.294
H10 -0.1256 -5.2983 0.8717  0.264
S1 3.2377 0.4330 2.1150  -0.236
C9 1.7218 -0.0715 1.5089  -0.245
N4 1.2916 0.5451 0.4472  -0.057
C10 2.1997 1.5305 0.0434  -0.212
C11 2.0522 2.3917 -1.0480  -0.298
C12 3.0559 3.3010 -1.2960  -0.860
C13 4.2003 3.3668 -0.4880  -0.449
C14 4.3571 2.5233 0.5897  -0.511
C15 3.3388 1.6053 0.8470  0.695
H11 1.1845 -0.8751 1.9986  0.535
H12 1.1678 2.3538 -1.6703  0.439
H13 2.9483 3.9814 -2.1297  0.425
H14 4.9704 4.0934 -0.7097  0.381
H15 5.2357 2.5721 1.2182  0.391

Atomic forces in eV per Å
-0.1611 0.2190 0.3368
0.0590 0.1466 0.1296
0.0597 -0.1110 -0.1608
0.0189 -0.0220 0.0127
0.0319 -0.0190 0.0458
0.0276 -0.1206 -0.1479
0.0860 -0.0562 0.0276
-0.1000 0.2186 0.0253
0.1005 -0.0262 -0.0830
0.0609 0.0592 -0.0599
-0.0284 -0.0371 0.0116
-0.0134 0.0044 0.0208
0.0038 0.0047 -0.0062
0.0064 0.0083 0.0028
-0.0010 0.0038 0.0067
-0.0134 -0.0210 -0.0289
-0.0790 0.0223 -0.1677
0.0493 -0.2195 -0.0264
0.0170 -0.0135 0.0352
0.0141 -0.0228 -0.0262
-0.0170 0.0499 0.0295
0.0173 0.0034 -0.0094
0.0132 -0.1288 0.0909
-0.0101 0.0022 -0.0205
-0.0021 0.0133 -0.0161
0.0016 0.0112 0.0093
0.0027 0.0066 0.0104
-0.0213 0.0016 0.0464
0.0258 -0.0059 0.0071
-0.2040 -0.0186 -0.0373
-0.0397 -0.0015 -0.0568
0.0060 -0.0143 0.0198
0.0290 0.0158 0.0079
-0.0205 0.0085 -0.0200
-0.0572 -0.0394 0.0024
0.1205 0.0755 0.0081
-0.0097 -0.0133 -0.0250
0.0075 -0.0042 0.0086
0.0205 0.0098 0.0052
-0.0045 0.0058 -0.0092
0.0031 0.0041 0.0011